Density functional theory data (ωB97M-V with the def2-TZVPD basis set) for C5H7N3 in the gas phase in a non-equilibrium geometry.

```
15
Properties=species:S:1:pos:R:3:nbo_charge:R:1
C -1.153 -0.241 0.075 0.29
C -0.239 1.846 0.182 -0.20
C 0.719 0.747 -0.150 0.11
C 1.658 -1.062 0.212 -0.27
C 0.156 -0.495 -0.371 -0.18
H -2.575 -1.211 0.896 0.36
H -1.907 -2.017 -0.362 0.36
H -2.153 1.448 -0.559 0.43
H -0.061 2.969 0.066 0.23
H 2.545 0.523 -0.782 0.36
H 2.267 -1.177 1.267 0.25
H 2.472 -1.746 -0.414 0.19
N -2.376 -0.992 -0.091 -0.80
N -1.383 1.100 0.070 -0.50
N 2.029 0.309 -0.040 -0.64
```

## Properties
orbital gap	8.122	eV
LUMO energy	0.718	eV
electronic energy	-9762.3292	eV
ΔE to the lowest compared entry with this formula, charge and spin	681.0	kJ/mol
SMILES string	Nc1[nH]cc2c1CN2
E_HOMO	-7.4	eV